DFT (ωB97M-V/def2-TZVPD) results for a structure of composition C23H21F10IrN5.

Structure (ORCA input):
```
! RIJCOSX wB97M-V def2-TZVPD def2/J DEFGRID3
* xyz 1 5
H 3.26 -1.69 1.52
H 0.88 5.32 2.32
H 1.85 3.21 1.53
H 2.01 -0.59 2.09
F -4.00 -0.09 -3.59
C 0.77 3.37 1.47
H -1.63 -1.44 2.73
C -3.07 -1.29 -1.80
C 4.31 -0.04 -2.90
N -2.00 -2.52 -0.04
C -4.16 -0.81 -2.48
F -4.72 -3.03 0.91
H -0.64 4.99 1.49
C 2.60 -0.93 -0.87
F 2.25 -2.89 -2.13
H 2.08 5.45 0.16
C -0.71 -3.78 1.64
H -0.03 -0.82 3.14
C -5.44 -1.07 -2.01
N 0.29 2.73 0.22
C -4.48 -2.31 -0.19
F -6.50 -0.61 -2.65
F 4.68 1.94 -1.67
C 2.84 -1.70 -2.00
C 3.24 0.30 -0.79
H 0.28 2.78 -1.87
H 1.69 -2.80 3.17
C 0.98 5.50 0.16
N -0.83 0.55 0.28
F 3.01 1.09 0.27
H -0.11 -4.33 0.91
H -2.53 -4.43 0.71
N 0.00 -2.52 1.91
N 1.71 -1.35 0.13
C 0.76 3.32 -1.05
H 0.72 6.56 0.14
H -0.62 -2.30 3.93
F 3.89 -2.02 -4.08
C 0.45 4.85 1.44
H -0.65 4.93 -1.13
Ir -0.21 -1.57 -0.19
H 0.86 5.23 -1.99
C 4.09 0.75 -1.78
H -0.82 -4.39 2.54
C 0.43 4.80 -1.08
C 1.45 -2.68 2.11
C 3.68 -1.27 -3.01
C 2.19 -1.50 1.50
C -5.59 -1.83 -0.86
H 1.76 -3.59 1.59
F -1.86 -1.02 -2.32
F -6.80 -2.09 -0.39
H 0.30 2.87 2.31
F 5.12 0.39 -3.86
H 1.84 3.16 -1.11
C -0.61 -1.73 2.99
C -2.09 -3.49 1.06
H -2.74 -3.11 1.84
C -0.29 1.58 0.25
C -3.16 -2.06 -0.63
*
```

Values from the calculation:
- HOMO-LUMO gap (spin up / spin down) (eV) = 8.267 / 6.180
- E_HOMO (spin up / spin down) (eV) = -10.45 / -11.36
- energy relative to the best compared isomer or geometry (same formula, charge and spin) (kcal/mol) = 0.6
- ⟨S²⟩ = 6.036

DFT (ωB97M-V/def2-TZVPD) results for an isolated molecule of C23H21F2N3O4S.

Structure (ORCA input):
```
! RIJCOSX wB97M-V def2-TZVPD def2/J DEFGRID3
* xyz 0 1
H -3.49 3.78 -0.40
C 2.63 -3.60 -0.07
N 0.69 2.36 -1.52
C -2.49 4.04 -0.73
C 0.06 4.70 -1.52
H -0.64 1.05 -2.47
C 2.47 -2.29 0.36
C 1.19 0.01 -1.94
C -1.18 0.91 0.31
O 0.38 -3.97 4.57
C -3.11 -2.33 -0.07
H 0.79 1.51 -3.43
C 1.20 -3.11 2.22
N -1.91 1.73 -0.51
S 0.20 -2.86 3.68
C -0.25 3.35 -1.31
H -3.79 -2.81 -0.76
H 2.36 1.13 0.09
C -0.88 5.69 -1.34
H 1.05 4.97 -1.85
C 0.43 1.25 -2.42
C -1.37 -1.11 1.69
H -2.89 1.51 -0.61
C -2.65 -1.05 -0.34
H 0.76 -0.33 -0.98
H 2.54 2.91 -2.39
C -1.54 3.04 -0.85
C -1.78 -0.43 0.55
H 2.27 3.43 -0.70
H -3.06 -4.00 1.27
C -2.18 5.37 -0.97
H 1.60 -1.05 1.88
H 0.96 -5.23 2.38
H -0.61 6.72 -1.52
H -2.93 6.13 -0.86
H 2.90 -1.50 -0.22
O 2.56 0.27 -1.78
H 3.86 1.48 -0.83
H -2.95 -0.57 -1.26
C 2.11 2.63 -1.42
H 1.11 -0.79 -2.67
C 2.78 1.35 -0.90
O 0.37 -1.54 4.17
C 2.09 -4.66 0.64
F 2.26 -5.92 0.22
O -0.11 1.22 0.79
H -0.71 -0.61 2.39
C 1.37 -4.42 1.80
H -1.70 -4.00 3.22
F 3.33 -3.84 -1.19
C -2.70 -3.00 1.06
C -1.81 -2.40 1.95
N -1.36 -3.06 3.08
C 1.74 -2.05 1.52
*
```

Values from the calculation:
- structure (SMILES) = O=C(Nc1ccccc1N1CCOCC1)c1cccc(NS(=O)(=O)c2ccc(F)c(F)c2)c1
- HOMO-LUMO gap (eV) = 8.035
- E_HOMO (eV) = -7.85
- energy relative to the best compared isomer or geometry (same formula, charge and spin) (kcal/mol) = 2.7

DFT (ωB97M-V/def2-TZVPD) results for an isolated molecule of C23H21F6NO4S.

Structure (ORCA input):
```
! RIJCOSX wB97M-V def2-TZVPD def2/J DEFGRID3
* xyz 0 1
O -0.04 -2.52 -4.11
H -0.14 -1.97 3.67
C 1.91 -1.26 -4.80
C -3.58 1.33 0.33
H -2.20 1.91 -2.78
H -0.40 1.65 -0.69
H 3.80 0.23 5.91
C 2.11 -0.36 4.72
N 0.03 -0.98 3.51
C 0.65 -0.82 2.24
F 3.15 -3.16 -4.16
H -3.16 0.34 0.44
C 1.75 -0.56 -0.34
H -0.10 1.34 -2.37
C 0.38 -0.51 -0.15
H -3.53 1.85 1.28
F 1.87 -2.78 -1.97
C 0.73 -0.41 4.62
C -2.87 2.16 -0.76
C -2.95 0.04 -2.19
C 1.95 0.70 6.87
H -0.05 1.03 7.58
F 3.93 -2.15 -1.73
H -4.39 2.54 -2.23
C 0.57 0.66 6.79
H -2.14 2.83 -0.31
O -0.47 -0.35 -1.22
C -0.03 0.12 5.66
F 1.97 -1.99 -5.95
H -1.24 -0.61 1.24
H -1.01 -2.43 -4.13
H -3.99 0.30 -2.40
C 2.58 -0.71 0.77
C -2.19 1.32 -1.86
C 2.74 -1.83 -2.31
F 4.15 -1.24 -4.09
C 2.73 0.20 5.83
H -4.69 3.36 -0.70
H 3.65 -0.75 0.65
C -3.92 3.09 -1.42
O 2.61 0.54 -2.27
H -2.91 -0.68 -1.39
O -0.20 -0.31 -4.33
H -1.11 0.10 5.61
S 3.11 -1.07 3.43
H -4.63 1.21 0.05
C 0.44 -1.32 -4.36
H -2.55 -0.41 -3.09
H -3.45 3.99 -1.81
C -0.71 1.04 -1.53
H 2.43 1.12 7.74
C -0.17 -0.64 1.13
C 2.03 -0.84 2.05
F 2.22 -0.01 -5.12
C 3.00 -1.86 -3.84
C 2.35 -0.47 -1.69
*
```

Values from the calculation:
- structure (SMILES) = CC(C)[C@H](C)COc1cc2c(cc1C(=O)C(F)(F)C(F)(F)C(F)(F)C(=O)O)Sc1ccccc1N2
- HOMO-LUMO gap (eV) = 8.431
- E_HOMO (eV) = -8.24
- energy relative to the best compared isomer or geometry (same formula, charge and spin) (kcal/mol) = 0.0

DFT (ωB97M-V/def2-TZVPD) results for a structure of composition C23H21LiN2O2S2Te.

Structure (ORCA input):
```
! RIJCOSX wB97M-V def2-TZVPD def2/J DEFGRID3
* xyz -2 1
H 2.58 -6.94 4.17
H -3.49 -7.11 3.50
C -1.62 -4.31 3.09
C -2.73 -1.37 -3.73
H 3.51 -7.53 1.95
H 0.85 0.32 -2.90
C -2.00 -5.64 3.01
H 0.91 -2.68 3.75
H 0.86 -4.71 0.11
H 4.26 5.30 0.09
H 2.13 6.36 0.87
H -4.98 -5.50 4.64
H 4.24 2.92 -0.59
H -2.38 -1.75 -4.69
N -0.35 -1.89 0.95
C -0.02 0.03 -3.48
Te -1.14 -1.34 -2.28
C 0.70 -4.87 2.24
H -4.32 -3.11 4.76
H 0.79 -5.26 4.35
C 0.26 -1.57 2.13
C 3.33 3.39 -0.25
C -0.79 -3.16 1.03
H 0.06 4.99 0.92
O 0.80 -0.50 2.37
S -0.59 2.35 0.33
H -3.51 -2.02 -3.35
C 2.24 -6.15 0.90
H -1.37 -6.35 2.50
C 1.00 4.55 0.59
O -1.40 -3.83 0.21
S 2.34 0.90 -0.70
C 1.20 -5.51 3.38
C 2.18 2.59 -0.21
C 0.96 3.19 0.23
C 2.73 -6.79 2.03
N 0.18 -2.62 3.06
C 2.21 -6.46 3.28
C -3.67 -3.83 4.28
C -0.36 -3.79 2.41
C 2.15 5.31 0.56
H -0.62 0.91 -3.68
H 2.65 -6.40 -0.07
C 1.24 -5.20 1.00
H 0.28 -0.45 -4.42
C -2.47 -3.40 3.72
H -2.18 -2.36 3.77
C -4.04 -5.16 4.21
H -3.13 -0.36 -3.85
C 3.34 4.73 0.13
Li 0.37 0.16 0.49
C -3.20 -6.07 3.57
*
```

Values from the calculation:
- HOMO-LUMO gap (eV) = 4.310
- E_HOMO (eV) = -0.12

DFT (ωB97M-V/def2-TZVPD) results for an isolated molecule of C23H21NO.

Structure (ORCA input):
```
! RIJCOSX wB97M-V def2-TZVPD def2/J DEFGRID3
* xyz 0 1
C -4.45 -1.41 -2.43
H -1.70 -0.52 -2.62
C 4.22 0.19 -2.39
C 0.14 0.38 1.24
H -5.26 -2.02 -2.01
H -1.85 1.16 1.71
C -1.43 -0.77 -0.43
C 5.93 2.02 -2.44
C -3.38 -2.23 2.60
C 2.01 0.43 -1.40
H -1.29 2.00 3.92
C 1.75 0.75 3.05
C -3.55 -1.67 -0.09
H 6.50 1.23 -2.92
H 6.49 2.35 -1.57
C 3.58 2.35 -1.52
C 0.79 1.42 3.82
H 1.05 1.86 4.79
H -4.08 -1.89 -3.35
H -5.43 -2.84 2.47
C -2.08 -0.88 -1.64
H 2.73 -1.40 -2.38
H -1.28 -1.63 2.44
O 1.00 -0.35 -0.89
C -0.84 1.02 2.04
H 2.17 -0.42 1.28
C 2.31 1.83 -1.18
H -0.43 1.29 -0.86
C -2.23 -1.75 1.93
H 1.60 2.45 -0.61
H 5.91 2.88 -3.11
H 4.99 -0.37 -2.92
H -4.82 -0.39 -2.66
N -3.38 -1.32 -1.44
C -0.50 1.51 3.34
C 4.54 1.52 -2.10
H 2.79 0.67 3.40
C -0.24 0.18 -0.29
H -5.62 -2.30 0.06
C -4.69 -2.14 0.56
H -3.30 -2.49 3.65
C 1.41 0.17 1.82
C -4.57 -2.45 1.93
H 3.80 3.39 -1.25
C -2.27 -1.45 0.55
C 2.98 -0.36 -2.10
*
```

Values from the calculation:
- structure (SMILES) = Cc1ccc(O[C@H](c2ccccc2)c2cn(C)c3ccccc23)cc1
- HOMO-LUMO gap (eV) = 8.518
- E_HOMO (eV) = -7.77
- energy relative to the best compared isomer or geometry (same formula, charge and spin) (kcal/mol) = 11.8

DFT (ωB97M-V/def2-TZVPD) results for a cluster of 3 separate species, C23H21NO8P in total.

Structure (ORCA input):
```
! RIJCOSX wB97M-V def2-TZVPD def2/J DEFGRID3
* xyz -1 1
C -0.34 5.46 0.51
H 3.83 0.61 -3.39
O -6.45 0.59 2.10
C -0.23 -2.22 -0.60
C 0.79 -1.31 -1.10
H 1.09 -0.45 -0.45
C -1.07 4.61 2.67
C 5.73 -2.71 -0.32
C 4.59 -0.87 -0.75
O -1.54 4.77 3.92
C 4.01 -1.38 -1.97
C -0.65 -3.35 -1.44
C -4.24 0.52 2.90
C -2.85 -1.32 2.14
C -5.16 -1.20 1.28
H -2.23 0.26 3.52
H 2.44 0.53 -1.84
N 5.45 -1.45 0.14
C 4.38 -2.72 -2.43
C 0.95 -2.66 -3.27
H 1.82 0.39 -3.85
C 1.37 -1.55 -2.43
H -1.61 3.86 4.29
C -0.11 4.06 0.05
P 2.76 -0.30 -2.99
H -5.98 -1.55 0.67
O -1.01 2.29 2.98
H 6.41 -3.30 0.35
H -5.39 1.89 3.42
H 3.04 -1.20 -4.13
C -0.33 3.01 0.85
O -0.11 6.39 -0.24
H -0.49 -4.44 -3.33
O -1.79 -1.92 2.15
H 3.99 -3.13 -3.38
H 1.38 -2.86 -4.28
H -0.16 1.99 0.53
C -0.09 -3.57 -2.76
C -3.97 -1.82 1.30
H -1.03 6.68 2.19
H -2.82 -3.18 0.76
H 5.67 -4.41 -1.73
C -5.38 0.00 2.08
C 5.30 -3.38 -1.51
H 4.28 0.17 -0.48
O 0.33 3.90 -1.21
C -0.85 5.66 1.87
H -1.42 -4.02 -0.98
H -0.65 -2.01 0.42
C -0.81 3.21 2.21
H 0.42 4.80 -1.57
O -4.47 1.64 3.61
C -3.06 -0.10 2.93
O -3.74 -2.92 0.57
*
```

Values from the calculation:
- HOMO-LUMO gap (eV) = 4.296
- E_HOMO (eV) = -4.11

DFT (ωB97M-V/def2-TZVPD) results for a cluster of 4 separate species, C23H22BF24O9P in total.

Structure (ORCA input):
```
! RIJCOSX wB97M-V def2-TZVPD def2/J DEFGRID3
* xyz 0 1
F -9.96 -1.13 2.75
C 4.75 -3.02 0.86
P 4.77 1.22 -1.65
H 6.38 -0.39 -2.36
O 3.43 0.82 -0.85
H 6.20 -1.33 1.15
F 9.77 5.79 -5.23
C 3.36 -3.07 0.30
H 2.00 -2.21 -3.56
F 10.12 2.71 -6.84
H 8.34 2.18 -3.94
H 3.49 1.59 -3.29
F -5.04 0.50 1.66
C 9.62 3.51 -5.87
H 11.24 4.90 -6.24
C -3.29 -0.52 0.58
O 4.28 1.06 -3.16
C 7.49 4.51 -2.78
C -9.50 -0.78 5.04
H -5.67 -1.89 0.31
B 1.73 -2.60 -1.65
O 1.65 -2.91 -3.00
H -3.75 -4.76 3.36
F -2.71 -5.42 1.79
F -10.49 1.63 5.52
C -8.98 -0.76 3.59
H 2.56 -3.48 0.91
O 10.08 3.05 -4.67
H -7.45 0.79 3.70
C -3.40 -4.42 2.39
F -2.56 -1.64 0.44
F -5.39 -5.12 1.46
H -9.34 -1.80 5.37
F -9.19 1.56 3.09
C -4.59 -4.04 1.50
H -13.27 0.28 4.35
C 10.15 4.92 -6.18
F -12.92 2.24 4.52
O 4.55 -2.23 -2.84
F 9.83 4.76 -2.56
C 5.51 -1.81 0.45
C -5.47 -1.76 1.37
C 9.23 2.72 -3.60
C -8.32 0.53 3.09
H -0.10 -3.08 -0.47
F 8.28 3.45 -5.96
H 0.71 -1.58 0.01
F -2.56 -3.38 2.55
C 8.85 3.83 -2.61
O 5.28 2.54 -1.25
C 0.44 -2.21 -0.85
F -12.11 0.66 6.58
H -3.72 -0.24 -0.39
F 7.42 5.16 -3.97
F -2.47 0.48 0.98
O -10.88 -0.57 5.25
C -12.44 0.99 4.32
F 7.34 5.43 -1.80
H 3.53 1.01 0.09
H -8.89 -0.15 5.69
H 9.82 2.02 -3.01
C 3.14 -2.62 -0.94
C 5.32 -1.34 -0.79
F 8.80 3.23 -1.38
H 6.74 0.29 -0.72
C 4.34 -2.08 -1.66
F -4.20 -3.80 0.23
F -7.90 0.34 1.81
C -11.42 0.67 5.42
F -11.86 0.95 3.10
H 6.68 3.78 -2.70
C 5.97 -0.13 -1.38
O 5.22 -3.89 1.55
F -8.00 -1.70 3.54
F -3.84 -0.89 2.84
F 9.63 5.33 -7.36
H -6.38 -1.36 1.80
C -4.39 -0.70 1.63
H -0.24 -1.62 -1.47
O -5.31 -3.01 2.03
*
```

Values from the calculation:
- structure (SMILES) = CB(O)C1=CC(=O)C=C(CP(=O)(O)O)C1=O.FC(F)C(F)(F)COC(F)(F)C(F)F.FC(F)C(F)(F)COC(F)(F)C(F)F.FC(F)C(F)(F)COC(F)(F)C(F)F
- HOMO-LUMO gap (eV) = 8.565
- E_HOMO (eV) = -9.89

DFT (ωB97M-V/def2-TZVPD) results for a structure of composition C23H22Br2CoN2O2S.

Structure (ORCA input):
```
! RIJCOSX wB97M-V def2-TZVPD def2/J DEFGRID3
* xyz 0 2
C -1.47 1.28 -2.37
H -1.55 2.30 -5.62
N -0.80 -1.07 -1.16
O -0.40 0.27 1.09
C 1.90 3.20 2.63
H -3.24 0.76 -1.25
O -0.75 1.49 2.93
H 2.01 -0.32 0.91
C -1.03 1.71 -3.62
C -1.91 1.96 -4.66
C 2.20 -0.27 1.97
H -1.23 -3.95 0.78
Co -0.49 0.85 -0.81
H 1.33 3.25 3.55
C -2.85 1.10 -2.20
C -1.85 -3.47 -1.25
C 2.68 -0.15 4.71
H -3.80 -4.31 -0.89
H -4.81 1.23 -3.08
H -3.45 -2.88 0.09
C -3.27 1.79 -4.45
H 3.85 3.30 3.46
C -3.33 -3.32 -0.89
C 1.68 2.94 0.27
H 0.65 0.57 4.85
H 4.93 3.06 1.21
H 2.86 -0.12 5.77
H 4.67 -0.82 4.23
C -1.25 -2.13 -1.20
H -2.15 -5.01 -2.72
H -0.06 -4.43 -0.46
H -2.16 -3.38 -3.40
C 3.07 2.94 0.17
H 0.03 1.86 -3.79
N 1.16 3.09 1.51
H 0.15 3.00 1.62
Br 4.84 -1.11 1.30
S 0.62 2.81 -1.09
H -3.85 -2.70 -1.62
Br -4.49 2.14 -5.87
C -0.10 0.69 2.25
C 3.44 -0.60 2.49
C -3.75 1.36 -3.23
H -1.55 -5.35 -0.25
H -0.63 -4.13 -2.93
C 3.85 3.08 1.30
C -1.12 -4.35 -0.23
C 3.26 3.22 2.56
C 3.69 -0.55 3.85
C 1.44 0.22 4.20
C -1.69 -4.03 -2.67
C 1.20 0.16 2.83
H 3.51 2.81 -0.81
*
```

Values from the calculation:
- HOMO-LUMO gap (spin up / spin down) (eV) = 7.639 / 7.559
- E_HOMO (spin up / spin down) (eV) = -8.05 / -7.91
- energy relative to the best compared isomer or geometry (same formula, charge and spin) (kcal/mol) = 0.0
- ⟨S²⟩ = 0.785